Record 1
The following is a DFT calculation (ωB97M-V/def2-TZVPD) of a single C5H8N2 molecule at a distorted geometry.

## Properties
Multiplicity   1
SMILES   C[C@@]1(CC#N)CN1
Max |F|   1.21 eV/Å
Charge   0
E_HOMO   -0.36760 Ha
Gap between HOMO and LUMO   10.87 eV

Element x y z (Å)
1 C 0.72 -0.02 -1.32
2 C -0.09 0.27 -0.07
3 C -1.06 -0.84 0.33
4 C -0.33 -2.03 0.78
5 N 0.28 -2.96 1.13
6 C 0.44 1.13 1.00
7 N -0.63 1.61 0.12
8 H 1.08 -1.05 -1.33
9 H 0.10 0.14 -2.21
10 H 1.59 0.64 -1.39
11 H -1.70 -1.12 -0.52
12 H -1.71 -0.49 1.14
13 H 1.44 1.54 0.89
14 H 0.14 0.98 2.04
15 H -0.26 2.23 -0.59

=====

Record 2
The following is a DFT calculation (ωB97M-V/def2-TZVPD) of a single C5H8N2 molecule at a distorted geometry.

## Properties
Multiplicity   1
SMILES   Cc1cn(C)cn1
Max |F|   3.28 eV/Å
Charge   0
E_HOMO   -0.31144 Ha
Gap between HOMO and LUMO   9.36 eV

Element x y z (Å)
1 C -1.99 0.08 -1.74
2 C -0.98 0.06 -0.64
3 C -0.20 -0.82 0.04
4 N 0.74 -0.04 0.70
5 C 1.84 -0.52 1.50
6 C 0.48 1.25 0.38
7 N -0.54 1.34 -0.42
8 H -3.02 0.31 -1.40
9 H -1.47 1.08 -2.08
10 H -2.09 -0.90 -2.28
11 H -0.19 -1.89 0.13
12 H 2.42 -1.25 0.92
13 H 2.49 0.32 1.76
14 H 1.47 -0.99 2.41
15 H 1.07 2.09 0.73

=====

Record 3
The following is a DFT calculation (ωB97M-V/def2-TZVPD) of a single C5H8N2 molecule at a distorted geometry.

## Properties
Multiplicity   1
SMILES   C[C@H]1CN1CC#N
Max |F|   2.26 eV/Å
Charge   0
E_HOMO   -0.35139 Ha
Gap between HOMO and LUMO   9.92 eV

Element x y z (Å)
1 C -1.87 -0.92 0.34
2 C -0.70 -0.18 -0.26
3 C -0.48 1.27 -0.03
4 N 0.30 0.29 0.70
5 C 1.70 0.24 0.36
6 C 2.15 -0.96 -0.38
7 N 2.55 -0.97 -1.46
8 H -2.15 -0.47 1.30
9 H -1.62 -1.97 0.51
10 H -2.74 -0.87 -0.33
11 H -0.33 -0.56 -1.22
12 H 0.01 1.83 -0.83
13 H -1.17 1.86 0.58
14 H 1.98 0.94 -0.46
15 H 2.35 0.47 1.20

=====

Record 4
The following is a DFT calculation (ωB97M-V/def2-TZVPD) of 2 unconnected molecules or ions with the total composition C5H8N2 at a distorted geometry.

## Properties
Multiplicity   1
Max |F|   4.70 eV/Å
Charge   0
E_HOMO (alpha / beta)   -0.28869 / -0.28867 Ha
Gap between HOMO and LUMO (alpha / beta)   8.48 / 8.48 eV

Element x y z (Å)
1 C -2.69 0.48 -0.71
2 C -1.35 -1.08 0.74
3 C -1.62 -0.05 -0.07
4 C 2.07 0.10 0.75
5 C 0.35 0.77 -0.93
6 N -3.60 0.95 -1.31
7 N 1.37 -0.09 -0.53
8 H -0.43 -1.20 1.10
9 H -2.11 -1.56 1.35
10 H 1.87 -0.84 1.34
11 H 3.15 0.15 0.58
12 H 1.49 1.03 1.15
13 H -0.09 0.52 -1.89
14 H 0.31 1.82 -0.51
15 H 1.29 -1.01 -1.07

=====

Record 5
The following is a DFT calculation (ωB97M-V/def2-TZVPD) of a single C5H8N2 molecule.

## Properties
Multiplicity   1
Max |F|   0.87 eV/Å
Charge   0
E_HOMO   -0.27755 Ha
Gap between HOMO and LUMO   8.14 eV

Element x y z (Å)
1 C -0.14 1.13 1.40
2 N -0.15 0.48 0.11
3 C -0.29 1.10 -1.20
4 C -0.32 0.04 -2.23
5 C 0.10 -1.08 -1.50
6 C 0.13 -0.81 -0.12
7 N 0.44 -1.65 0.93
8 H 0.80 0.92 1.94
9 H -0.22 2.21 1.26
10 H -0.98 0.81 2.03
11 H -0.88 2.01 -1.20
12 H 0.70 1.32 -1.69
13 H 0.35 -2.05 -1.92
14 H -0.12 -1.55 1.76
15 H 0.54 -2.62 0.66

=====

Record 6
The following is a DFT calculation (ωB97M-V/def2-TZVPD) of a single C5H8N2 molecule at a distorted geometry.

## Properties
Multiplicity   1
Max |F|   1.93 eV/Å
Charge   0
E_HOMO (alpha / beta)   -0.29291 / -0.32607 Ha
Gap between HOMO and LUMO (alpha / beta)   7.26 / 9.16 eV

Element x y z (Å)
1 C 0.78 2.13 -0.10
2 C 0.85 0.83 -0.78
3 C 0.74 -0.43 -0.08
4 N -0.69 -0.48 0.40
5 C -1.13 -1.72 1.00
6 C -1.64 -1.30 -0.36
7 N -2.19 -1.42 -1.42
8 H 0.88 2.04 0.98
9 H -0.20 2.60 -0.31
10 H 1.54 2.83 -0.48
11 H 0.84 0.81 -1.87
12 H 1.00 -1.31 -0.67
13 H 1.32 -0.40 0.85
14 H -0.44 -2.57 0.94
15 H -1.72 -1.66 1.91

=====

Record 7
The following is a DFT calculation (ωB97M-V/def2-TZVPD) of a gas-phase ion, C5H8N2 (charge +2) at a distorted geometry.

## Properties
Multiplicity   1
SMILES   C=[N+]1C=[NH+]C=C1C
Max |F|   4.31 eV/Å
Charge   +2
E_HOMO   -0.70340 Ha
Gap between HOMO and LUMO   6.94 eV

Element x y z (Å)
1 C 0.67 -0.88 1.59
2 N -0.21 -0.67 0.62
3 C -1.51 -1.29 0.29
4 N -2.04 -0.59 -0.67
5 C -1.15 0.38 -1.18
6 C 0.01 0.34 -0.36
7 C 1.15 1.20 -0.47
8 H 1.50 -0.16 1.79
9 H 0.66 -1.76 2.17
10 H -1.98 -2.10 0.82
11 H -3.03 -0.50 -0.88
12 H -1.36 1.00 -2.07
13 H 0.95 2.31 -0.10
14 H 1.26 1.34 -1.56
15 H 2.11 0.87 0.12

=====

Record 8
The following is a DFT calculation (ωB97M-V/def2-TZVPD) of a gas-phase ion, C5H8N2 (charge +2) at a distorted geometry.

## Properties
Multiplicity   1
SMILES   CC#[N+]C[N+]#CC
Max |F|   4.83 eV/Å
Charge   +2
E_HOMO   -0.75636 Ha
Gap between HOMO and LUMO   11.66 eV

Element x y z (Å)
1 C 3.43 -0.57 -0.06
2 C 2.07 -0.19 0.02
3 N 1.09 0.42 0.08
4 C -0.04 1.21 0.04
5 N -1.24 0.55 -0.05
6 C -2.21 -0.09 0.16
7 C -3.47 -0.64 -0.04
8 H 4.06 0.31 0.16
9 H 3.99 -1.23 0.80
10 H 3.65 -1.22 -0.87
11 H 0.18 2.04 -0.69
12 H 0.05 1.99 0.82
13 H -4.03 -0.18 -0.87
14 H -3.42 -1.65 -0.32
15 H -4.10 -0.76 0.81

=====

Record 9
The following is a DFT calculation (ωB97M-V/def2-TZVPD) of a single C5H8N2O molecule at a distorted geometry.

## Properties
Multiplicity   1
SMILES   C1=NN2C[C@H]2CCO1
Max |F|   5.45 eV/Å
Charge   0
E_HOMO   -0.30899 Ha
Gap between HOMO and LUMO   9.31 eV

Element x y z (Å)
1 C -0.79 1.18 1.50
2 N -0.06 1.90 0.67
3 N 0.45 1.47 -0.48
4 C 1.55 0.64 -0.65
5 C 0.28 0.18 -1.28
6 C -0.60 -1.05 -0.79
7 C -0.55 -1.10 0.72
8 O -1.34 -0.02 1.29
9 H -1.15 1.50 2.47
10 H 2.61 0.89 -1.19
11 H 1.83 -0.13 0.01
12 H 0.09 0.30 -2.45
13 H -0.23 -2.08 -1.07
14 H -1.61 -0.75 -1.07
15 H -0.99 -2.00 1.17
16 H 0.51 -0.95 1.16

=====

Record 10
The following is a DFT calculation (ωB97M-V/def2-TZVPD) of a single C5H8N2O molecule at a distorted geometry.

## Properties
Multiplicity   1
SMILES   COC1=CCN=CN1
Max |F|   5.71 eV/Å
Charge   0
E_HOMO   -0.30366 Ha
Gap between HOMO and LUMO   8.99 eV

Element x y z (Å)
1 C -2.84 0.35 0.25
2 O -1.75 -0.58 -0.33
3 C -0.49 -0.23 -0.23
4 C 0.00 0.97 -0.15
5 C 1.42 1.35 0.08
6 N 2.37 0.19 -0.05
7 C 1.67 -0.95 0.00
8 N 0.41 -1.36 0.28
9 H -3.73 -0.20 0.59
10 H -2.11 0.83 1.13
11 H -3.21 1.18 -0.58
12 H -0.68 1.87 -0.17
13 H 1.40 1.96 1.09
14 H 1.69 2.21 -0.68
15 H 2.46 -1.64 0.21
16 H 0.14 -2.40 -0.21

=====

Record 11
The following is a DFT calculation (ωB97M-V/def2-TZVPD) of a molecular structure, C5H8N2O at a distorted geometry.

## Properties
Multiplicity   1
Max |F|   2.71 eV/Å
Charge   0
E_HOMO   -0.27180 Ha
Gap between HOMO and LUMO   7.62 eV

Element x y z (Å)
1 C -0.72 -1.01 0.42
2 C 1.00 1.04 0.75
3 N 0.38 -1.80 0.11
4 C -0.09 0.71 -0.18
5 C 1.56 0.06 -0.30
6 C -0.87 1.50 -0.93
7 O -1.87 -1.55 -0.11
8 N 1.55 -1.28 -0.25
9 H -2.64 -1.15 0.31
10 H 0.18 -2.70 -0.31
11 H -0.78 -0.69 1.46
12 H 1.41 2.05 0.68
13 H 0.95 0.65 1.76
14 H 2.34 0.47 -0.94
15 H -1.45 1.11 -1.75
16 H -0.96 2.57 -0.73

=====

Record 12
The following is a DFT calculation (ωB97M-V/def2-TZVPD) of a single C5H8N2O molecule at a distorted geometry.

## Properties
Multiplicity   1
SMILES   COc1cc[nH]c1N
Max |F|   5.82 eV/Å
Charge   0
E_HOMO   -0.26802 Ha
Gap between HOMO and LUMO   8.25 eV

Element x y z (Å)
1 C 2.20 -1.03 -0.18
2 O 1.44 0.16 -0.18
3 C 0.10 -0.12 0.07
4 C -0.46 -0.92 1.13
5 C -1.82 -0.93 1.05
6 N -2.15 -0.14 -0.07
7 C -0.98 0.32 -0.72
8 N -1.09 1.23 -1.82
9 H 2.57 -1.41 0.78
10 H 3.07 -0.59 -0.75
11 H 1.51 -1.90 -0.44
12 H 0.12 -1.19 2.06
13 H -2.50 -1.60 1.48
14 H -3.00 -0.12 -0.44
15 H -1.82 1.03 -2.42
16 H -0.19 1.50 -2.23

=====

- What is the charge in the sixth record?
  0

=====

- charge of number 11 (C5H8N2O)?
  0